ORCA calculation (ωB97M-V/def2-TZVPD) on C38H41F2Ge2N5SeTa as an isolated structure.

The total charge is +4. As for the highest occupied orbital energy (spin up / spin down): -18.21 / -18.21 eV. The maximum force is 2.7 eV/A. Its spin multiplicity is 2. The frontier orbital gap (spin up / spin down) comes out at 5.22 / 4.08 eV. The value obtained for the LUMO energy (spin up / spin down) is -13.0 / -14.1 eV.

```
90
C38H41F2Ge2N5SeTa | OMol25 | ωB97M-V/def2-TZVPD
Ta 0.3084 -0.1050 -0.3018
N -1.1089 3.3354 -3.5022
C -0.6824 2.1874 -3.0091
N -0.7507 1.8668 -1.7363
C -1.3323 2.7524 -0.8544
N -1.5890 2.3832 0.3782
N -1.2589 1.1768 0.7867
C -1.8050 0.7208 1.8795
C -1.4891 -0.5935 2.3582
C -2.1647 -1.1413 3.4551
C -1.8561 -2.4271 3.8696
C -0.8703 -3.1286 3.1840
C -0.2383 -2.5238 2.1084
N -0.5304 -1.2889 1.6935
C -1.7293 4.0565 -1.3047
C -2.2338 5.0484 -0.4529
C -2.5743 6.2809 -0.9667
C -2.4635 6.5411 -2.3387
C -2.0044 5.5673 -3.2067
C -1.6153 4.3334 -2.6939
H -1.0544 3.5174 -4.5017
H -0.2670 1.4550 -3.6892
H -2.5326 1.3232 2.4177
H -2.9305 -0.5648 3.9537
H -2.3708 -2.8663 4.7117
H -0.6015 -4.1308 3.4730
H 0.5334 -3.0455 1.5557
H -2.3415 4.8269 0.5953
H -2.9400 7.0549 -0.3104
H -2.7464 7.5084 -2.7267
H -1.9462 5.7563 -4.2674
C 1.8750 -2.4612 -5.5243
C 2.2147 -2.9869 -4.2845
C 1.3517 -2.8385 -3.2154
C 0.1258 -2.1874 -3.3872
C -0.1990 -1.6462 -4.6305
C 0.6717 -1.7920 -5.6979
Ge -1.1554 -2.0805 -1.8756
C -2.9053 -1.2562 -2.3874
C -3.4464 -0.1063 -1.8291
C -4.6659 0.3742 -2.2771
C -5.3542 -0.3011 -3.2724
C -4.8290 -1.4617 -3.8142
C -3.6043 -1.9420 -3.3792
C -1.3791 -3.7591 -0.8272
C -2.3672 -3.8066 0.1583
C -2.6718 -5.0064 0.7765
C -1.9798 -6.1586 0.4275
C -1.0177 -6.1210 -0.5703
C -0.7037 -4.9227 -1.1913
H 2.5500 -2.5796 -6.3587
H 3.1481 -3.5114 -4.1593
H 1.6099 -3.2500 -2.2472
H -1.1558 -1.1581 -4.7720
H 0.4068 -1.3997 -6.6676
H -2.9210 0.4087 -1.0315
H -5.0811 1.2708 -1.8445
H -6.3044 0.0758 -3.6172
H -5.3686 -1.9988 -4.5780
H -3.1957 -2.8520 -3.8018
H -2.9213 -2.9097 0.4131
H -3.4594 -5.0508 1.5134
H -2.1979 -7.0895 0.9292
H -0.5199 -7.0271 -0.8803
H 0.0313 -4.9107 -1.9830
C 5.1261 1.6825 4.1844
Ge 4.2939 -0.0604 4.6225
C 2.5961 0.1026 5.6425
C 5.5700 -1.5130 5.0290
C 3.2788 -0.8995 2.7412
Se 2.3611 0.4722 1.8685
C 3.8639 1.2166 0.8916
H 5.5358 2.0712 5.1161
H 4.4111 2.4121 3.8099
H 5.9625 1.5762 3.4969
H 2.8125 0.6127 6.5777
H 2.1794 -0.8717 5.8811
H 1.8630 0.6926 5.0955
H 6.1027 -1.2061 5.9299
H 6.3045 -1.6369 4.2362
H 5.0766 -2.4615 5.2267
H 2.6176 -1.6432 3.1767
H 4.0464 -1.3500 2.1173
H 4.6871 1.3206 1.5987
H 3.5982 2.1944 0.4947
H 4.1634 0.5472 0.0875
F 2.5492 -0.8146 -1.2235
C 1.6991 0.0306 -1.9659
F 2.0346 1.3057 -1.5009
H 2.0230 -0.0206 -3.0110
```

Results of the natural (NBO) charge analysis, in e, for atoms 1 through 2: 1.640, -0.479

=====

ORCA calculation (ωB97M-V/def2-TZVPD) on C30H39BIN3O8S3Zr as an isolated structure.

The total charge is +4. As for the highest occupied orbital energy: -17.30 eV. The maximum force is 6.8 eV/A. The frontier orbital gap comes out at 1.58 eV. The value obtained for the LUMO energy is -15.7 eV.

```
86
C30H39BIN3O8S3Zr | OMol25 | ωB97M-V/def2-TZVPD
C 0.4639 2.8713 4.3959
C 0.6572 2.7096 3.0917
C 1.0882 2.6593 1.5218
C 2.1424 1.3899 1.3628
O 1.5188 0.4579 2.2753
S 2.5604 -0.8497 2.3530
O 2.1387 -1.6740 3.5404
O 4.0221 -0.5728 2.4749
C 2.0477 -1.6075 0.6834
C 0.4486 -1.6771 0.8767
C -0.3575 -2.8743 0.2118
C -1.9193 -2.6965 0.7040
S -3.0894 -2.9723 -0.7548
C -4.6944 -2.1226 -0.2175
S -5.8690 -3.0585 0.5099
N -4.7596 -0.6584 -0.4916
C -6.1548 -0.1795 -0.7130
C -6.6357 0.1125 -2.1933
C -8.0951 0.6461 -2.4253
C -9.1446 0.8986 -1.2724
C -8.6816 0.6022 0.2206
C -7.2144 0.0999 0.4466
C -4.1404 0.1609 0.5846
C -3.3378 1.4752 0.1334
C -2.7012 2.4030 1.2263
C -2.7866 2.0887 2.7899
C -3.5668 0.7508 3.2172
C -4.2263 -0.1905 2.1368
B 2.7174 -3.0766 0.7945
N 3.7509 -3.5227 1.8278
O 2.4490 -4.1356 -0.2027
C 2.5514 -0.6283 -0.5517
C 4.0485 -1.0805 -1.0560
O 4.1104 -2.3018 -1.8348
C 5.5409 -2.5511 -2.0757
C 1.5713 -1.0253 -1.7486
C 1.7921 -0.8260 -3.2847
O 0.7025 -0.9305 -3.9980
I 3.4625 -0.4954 -4.6119
C 2.5355 0.9882 -0.1288
C 1.7748 1.8696 -1.2844
O 2.5762 2.0097 -2.5132
O 2.3515 3.2591 -3.0104
N 3.9823 1.4760 -0.1983
C 4.2433 2.9070 -0.0787
C 5.1298 3.4847 -1.3501
H 0.2284 3.1332 5.4976
H 0.1221 2.4542 0.9303
H 1.5740 3.6721 1.3054
H 3.0424 1.7605 2.0162
H 0.0098 -0.6579 0.5075
H 0.1235 -1.6894 2.0005
H -0.4192 -2.8896 -0.9344
H -0.0745 -3.9404 0.5519
H -2.0201 -1.5925 1.0663
H -2.1954 -3.4240 1.5463
H -5.8831 -0.0520 -3.0452
H -8.4171 0.8617 -3.5141
H -10.2166 1.2993 -1.4435
H -9.4282 0.7815 1.0896
H -6.8947 -0.0899 1.5466
H -3.2526 1.7561 -0.9727
H -2.1253 3.3564 0.9162
H -2.3271 2.7949 3.5897
H -3.6516 0.5075 4.3365
H -4.7675 -1.1341 2.5188
H 3.2880 -4.2469 2.4221
H 4.5103 -3.9708 1.2800
H 3.3394 -4.4029 -0.5406
H 4.7482 -1.1122 -0.1275
H 4.5209 -0.3083 -1.7979
H 6.1662 -2.4438 -1.1107
H 5.6511 -3.6517 -2.4178
H 5.9704 -1.8115 -2.8552
H 1.4162 -2.1828 -1.6557
H 0.5072 -0.5883 -1.5420
H 0.6941 1.5361 -1.4803
H 1.6642 2.9965 -1.0005
H 3.1941 3.4816 -3.4796
H 4.5455 1.0212 0.5577
H 4.9635 3.0689 0.8294
H 3.3785 3.6279 0.1086
H 4.8009 4.5330 -1.6776
H 6.2531 3.4731 -1.0384
H 5.0536 2.6870 -2.1900
Zr -3.0963 -2.2264 -3.1774
```

Results of the Mulliken charge analysis, in e, for atoms 1 through 2: -0.594, -0.357